1.
C13H21O10Rb2 as an isolated structure in a non-equilibrium geometry. Source: the Open Molecules 2025 dataset; level of theory: the ωB97M-V functional and the def2-TZVPD basis.

Structure (XYZ):
```
46
Properties=species:S:1:pos:R:3:nbo_charge:R:1
Rb 2.0704 7.8210 15.7237 0.987
Rb 0.5917 10.5419 11.5590 0.987
C 0.1335 6.8707 13.1686 -0.209
O 0.3464 8.2327 13.2448 -1.080
H 0.3206 6.4645 12.1554 0.117
H 0.8480 6.3285 13.8256 0.081
H -0.8730 6.5476 13.4977 0.116
C -1.9521 6.0553 7.1826 -0.629
C -1.5734 6.6815 8.5008 0.067
C -0.0544 6.7879 8.7128 -0.101
O 0.1620 8.1705 9.0108 -0.513
C -0.9493 8.8794 8.6861 0.975
O -0.9526 10.0715 8.6291 -0.615
O -1.9923 8.0702 8.5584 -0.475
H -3.0299 5.9147 7.1246 0.241
H -1.5275 5.0497 7.1693 0.226
H -1.5854 6.6882 6.3785 0.225
H -2.0616 6.2150 9.3561 0.201
H 0.5120 6.5266 7.8139 0.191
H 0.3791 6.1910 9.5132 0.207
C -4.4097 7.7012 12.6034 -0.628
C -3.9453 6.2915 12.3833 0.063
C -4.1576 5.3655 13.6030 -0.093
O -5.1378 4.4201 13.1678 -0.489
C -5.5397 4.7166 11.9138 0.967
O -6.4502 4.2124 11.3639 -0.558
O -4.7532 5.6731 11.3718 -0.500
H -5.4699 7.7307 12.8488 0.225
H -4.2166 8.3075 11.7200 0.225
H -3.8397 8.1173 13.4390 0.217
H -2.8933 6.2300 12.1048 0.187
H -4.5607 5.8821 14.4737 0.192
H -3.2602 4.8197 13.8875 0.189
C 1.2975 1.4420 13.9296 -0.631
C 2.4951 1.7132 14.8180 0.065
C 3.7811 2.0135 14.0072 -0.096
O 4.0694 3.3758 14.2952 -0.471
C 3.1076 3.8942 15.0650 1.000
O 2.9995 5.0613 15.3201 -0.669
O 2.2808 2.9467 15.5188 -0.477
H 0.3993 1.5355 14.5414 0.235
H 1.3384 0.4031 13.6036 0.230
H 1.2726 2.1523 13.1072 0.212
H 2.6751 0.8761 15.4878 0.205
H 3.6103 1.8137 12.9480 0.195
H 4.6447 1.4107 14.2864 0.204
```

Electronic energy   -35603.315 eV
Charge   +1
Relative energy (zero: lowest compared OMol25 entry of this formula, charge and spin)   0.0 kcal per mole
E_HOMO   -10.23 eV
Frontier orbital gap   0.2682 hartree
Multiplicity   1


2.
A single C6H7N molecule in a non-equilibrium geometry. Source: the Open Molecules 2025 dataset; level of theory: the ωB97M-V functional and the def2-TZVPD basis.

Structure (XYZ):
```
14
Properties=species:S:1:pos:R:3:nbo_charge:R:1
H -2.0603 1.1077 -1.3182 0.347
N -1.3761 1.8494 -1.1708 -0.558
C -0.8166 1.1657 -0.2732 0.308
C -1.0205 -0.1685 0.3661 -0.371
C -0.3468 -1.3557 -0.2409 -0.192
C 0.9735 -1.1930 -0.3014 -0.190
C 1.4270 0.1538 0.2280 -0.434
C 0.1423 0.8110 0.7247 -0.264
H -1.8347 -0.3266 1.0711 0.229
H -0.8766 -2.2522 -0.5602 0.221
H 1.6765 -1.9170 -0.7026 0.215
H 1.8919 0.7595 -0.5604 0.228
H 2.1415 0.0717 1.0484 0.219
H 0.0789 1.2941 1.6895 0.242
```

Electronic energy   -7822.732 eV
Relative energy (zero: lowest compared OMol25 entry of this formula, charge and spin)   67.2 kcal per mole
E_HOMO   -8.65 eV
SMILES   [H]/N=C1\[C@H]2C=CC[C@@H]12
Frontier orbital gap   0.3524 hartree
Multiplicity   1


3.
C41H53BrN2S4Tl as an isolated structure. Source: the Open Molecules 2025 dataset; level of theory: the ωB97M-V functional and the def2-TZVPD basis.

Structure (XYZ):
```
102
Properties=species:S:1:pos:R:3:lowdin_charge:R:1
Tl 0.0962 0.3925 0.1017 1.011
C -1.9939 0.5650 2.4757 -0.070
C -2.0766 -0.7990 2.6235 -0.073
C -0.6829 -1.2837 2.9464 -0.085
C 0.1116 -0.1659 3.0212 -0.080
C -0.6730 1.0154 2.7829 -0.226
C -0.3194 2.4312 3.1558 -0.552
C -1.1878 2.8045 4.3751 -0.022
C 1.1493 2.5538 3.5537 -0.036
C -0.6424 3.3999 2.0128 -0.054
C -0.1216 -2.6849 3.1604 -0.519
C -0.7857 -3.3916 4.3496 -0.032
C -0.2341 -3.5252 1.8768 -0.019
C 1.3736 -2.6032 3.5001 -0.057
C -3.4481 -1.4739 2.6735 -0.510
C -4.4865 -0.6035 1.9415 -0.052
C -3.5422 -2.8820 2.0786 -0.036
C -3.8689 -1.5304 4.1576 -0.024
H -2.8249 1.2243 2.2872 0.110
H 1.1551 -0.1441 3.2849 0.102
H -1.0332 2.1000 5.1937 0.097
H -2.2477 2.8084 4.1214 0.086
H -0.9144 3.8018 4.7251 0.094
H 1.3645 1.9709 4.4508 0.096
H 1.3896 3.5960 3.7686 0.097
H 1.8137 2.2051 2.7626 0.054
H -1.6992 3.3556 1.7449 0.073
H -0.0701 3.1787 1.1072 0.041
H -0.4143 4.4235 2.3152 0.097
H -1.8512 -3.5421 4.2249 0.050
H -0.6347 -2.8135 5.2632 0.099
H -0.3284 -4.3726 4.4936 0.094
H -1.2549 -3.8097 1.6352 0.062
H 0.3507 -4.4405 1.9887 0.094
H 0.1682 -2.9753 1.0219 0.073
H 1.5513 -2.0445 4.4198 0.095
H 1.9469 -2.1370 2.6969 0.063
H 1.7602 -3.6128 3.6432 0.093
H -4.1311 -0.2560 0.9697 0.052
H -4.7569 0.2776 2.5249 0.087
H -5.3996 -1.1789 1.7873 0.092
H -3.2704 -2.8953 1.0240 0.055
H -4.5762 -3.2213 2.1604 0.095
H -2.9273 -3.6096 2.5957 0.058
H -3.8541 -0.5318 4.5959 0.092
H -3.2098 -2.1660 4.7459 0.067
H -4.8828 -1.9280 4.2381 0.095
C -3.1630 4.5369 -1.8262 -0.520
C -3.7324 3.4053 -0.9835 -0.512
S -2.8333 1.8263 -0.9873 0.806
C -2.5129 1.5656 -2.7451 -0.499
C -1.1790 2.0839 -3.3447 -0.472
S 0.0840 2.6596 -2.1759 0.752
C 0.5045 4.3110 -2.7575 -0.523
C -0.6202 5.3511 -2.6864 -0.527
S -1.6403 5.3019 -1.1878 0.867
H -3.9236 5.3151 -1.8983 0.080
H -2.9678 4.1893 -2.8397 0.056
H -4.7509 3.2034 -1.3201 0.081
H -3.7905 3.6934 0.0675 0.069
H -3.3569 1.9791 -3.2980 0.083
H -2.5600 0.4854 -2.8771 0.059
H -1.3640 2.9005 -4.0423 0.074
H -0.7283 1.2743 -3.9176 0.072
H 0.9038 4.2559 -3.7715 0.084
H 1.3255 4.6046 -2.1008 0.072
H -1.2861 5.2592 -3.5440 0.070
H -0.1798 6.3469 -2.7448 0.073
S 2.7341 -2.9091 -2.6247 1.132
C 3.8408 -1.5949 -2.8401 -0.464
C 5.1698 -1.6295 -3.2558 -0.078
C 5.8390 -0.4287 -3.3750 -0.073
C 5.1963 0.7861 -3.1021 -0.071
C 3.8822 0.8174 -2.6873 -0.019
C 3.1984 -0.3894 -2.5371 -0.313
N 1.8797 -0.5229 -2.1245 0.083
C 1.5134 -1.7599 -2.1469 -0.546
C 0.1376 -2.1819 -1.8380 -0.263
C -0.3556 -3.3977 -2.3127 -0.038
C -1.6832 -3.7482 -2.1235 -0.049
C -2.5465 -2.8839 -1.4695 -0.067
C -2.0681 -1.6789 -0.9598 -0.141
C -0.7399 -1.3578 -1.1394 -0.207
H 5.6601 -2.5653 -3.4867 0.113
H 6.8718 -0.4251 -3.6959 0.110
H 5.7432 1.7122 -3.2215 0.110
H 3.3692 1.7477 -2.4897 0.106
H 0.2952 -4.0604 -2.8713 0.098
H -2.0463 -4.6928 -2.5046 0.115
H -3.5876 -3.1486 -1.3359 0.116
H -2.7346 -1.0133 -0.4243 0.061
Br 7.3578 0.9251 0.6839 0.807
C 5.4916 0.7357 0.7341 -0.687
C 4.6795 1.8572 0.7481 -0.087
C 3.3097 1.6603 0.7502 -0.153
N 2.7399 0.4562 0.7586 0.001
C 3.5402 -0.6094 0.7472 -0.134
C 4.9208 -0.5263 0.7353 -0.082
H 5.0960 2.8538 0.7433 0.112
H 2.6400 2.5142 0.7370 0.108
H 3.0549 -1.5799 0.7369 0.113
H 5.5285 -1.4192 0.7190 0.115
```

Electronic energy   -164428.097 eV
Charge   +1
Relative energy (zero: lowest compared OMol25 entry of this formula, charge and spin)   32.6 kcal per mole
E_HOMO (spin up / spin down)   -10.41 / -10.28 eV
Frontier orbital gap (spin up / spin down)   0.2359 / 0.2385 hartree
Multiplicity   1